An isolated molecule of C3H3N3O, computed with ωB97M-V with the def2-TZVPD basis set.

The geometry in XYZ format:
```
10
Properties=species:S:1:pos:R:3
N 0.27454 -1.14898 0.47765
C -0.04942 0.13952 0.17474
N -0.33064 -1.99238 -0.35314
N -1.02474 -1.29973 -1.20953
O 1.87352 1.19731 0.96155
C 0.75185 1.30641 0.52331
C -0.89710 0.01284 -0.89813
H 0.81355 -1.51460 1.25290
H 0.29056 2.27902 0.24619
H -1.37766 0.80480 -1.45560
```

For the HOMO energy, the calculation gives -10.473 eV. Its orbital gap is 10.289 eV. As for the SMILES: O=Cc1cnn[nH]1.

---

A cluster of 2 separate species, C3H3N3O in total in a non-equilibrium geometry, computed with ωB97M-V with the def2-TZVPD basis set.

The geometry in XYZ format:
```
10
Properties=species:S:1:pos:R:3
O 2.89285 -0.00045 0.15485
C 1.86796 -0.61467 0.34065
N 0.66186 -0.18203 -0.17289
C -0.90477 1.88392 -0.67004
N -1.96868 1.46628 -0.47568
C -1.51742 -1.08746 0.27776
N -0.39489 -0.83103 0.15026
H 1.82893 -1.55339 0.92749
H 0.08327 2.25219 -0.84818
H -2.55959 -1.33009 0.31590
```

For the HOMO energy, the calculation gives -9.609 eV. Its orbital gap is 10.244 eV.

---

A structure of composition C3H3N3O, computed with ωB97M-V with the def2-TZVPD basis set.

The geometry in XYZ format:
```
10
Properties=species:S:1:pos:R:3
O 1.57291 -0.55091 0.54559
C 0.97265 -0.05555 -0.46865
C 0.45306 1.31209 -0.26776
N -0.57137 1.16406 0.49434
N -0.97855 -0.12271 0.85294
C -0.96141 -0.93308 -0.29839
N 0.08677 -0.89931 -1.05988
H 0.43034 -0.61104 1.13851
H 0.82283 2.28637 -0.56046
H -1.74828 -1.66726 -0.45562
```

For the HOMO energy (spin up / spin down), the calculation gives -9.921 / -9.921 eV. Its orbital gap (spin up / spin down) is 9.064 / 9.063 eV.

---

An isolated molecule of C3H3N3O in a non-equilibrium geometry, computed with ωB97M-V with the def2-TZVPD basis set.

The geometry in XYZ format:
```
10
Properties=species:S:1:pos:R:3
C 0.84915 -0.13189 0.42785
C -0.35896 0.12150 -1.39842
C -1.41559 0.04943 0.54976
H 2.70819 -0.08946 0.67661
H -0.49417 0.08492 -2.44184
H -2.09976 0.26618 1.46178
N 1.82113 -0.08840 1.29224
N 0.82695 -0.42047 -1.02163
N -1.53725 0.48413 -0.66946
O -0.29969 -0.27594 1.12311
```

For the HOMO energy, the calculation gives -9.998 eV. Its orbital gap is 9.521 eV. As for the SMILES: [H]/N=c1\ncnco1.

---

A cluster of 2 separate species, C3H3N3O in total in a non-equilibrium geometry, computed with ωB97M-V with the def2-TZVPD basis set.

The geometry in XYZ format:
```
10
Properties=species:S:1:pos:R:3
N 2.04813 -0.05954 0.27134
C 0.90574 -0.44489 0.12510
N 1.00634 2.48632 -0.51947
N -0.05720 2.36375 -0.25984
O -1.97271 0.44312 0.77530
C -1.61995 -0.63161 0.34182
C -0.25937 -1.06213 -0.00732
H 2.49012 0.43691 -0.50019
H -2.35774 -1.44259 0.16866
H -0.14826 -2.06063 -0.41519
```

For the HOMO energy, the calculation gives -9.738 eV. Its orbital gap is 10.164 eV. As for the SMILES: N=C=CC=O.N#N.

---

An isolated molecule of C3H3N3O in a non-equilibrium geometry, computed with ωB97M-V with the def2-TZVPD basis set.

The geometry in XYZ format:
```
10
Properties=species:S:1:pos:R:3
C -0.76157 -1.03356 -0.11163
C 1.35149 0.67384 0.28910
C 0.13244 1.40857 -0.27957
H -1.51071 -1.64275 -0.78055
H 2.29128 1.17050 0.76306
H 0.26706 2.34864 -0.89151
N 0.40381 -1.42424 -0.37960
N 1.50667 -0.58998 0.07786
N -1.17917 1.00085 -0.32137
O -1.31262 -0.13450 0.73542
```

For the HOMO energy, the calculation gives -10.137 eV. Its orbital gap is 9.531 eV. As for the SMILES: C1=NN=CON=C1.

---

A cluster of 2 separate species, C3H3N3O2 in total in a non-equilibrium geometry, computed with ωB97M-V with the def2-TZVPD basis set.

The geometry in XYZ format:
```
11
Properties=species:S:1:pos:R:3
C 1.90707 1.00549 -0.18894
C -1.92938 0.33561 0.21248
C 1.18561 -0.18997 -0.43984
N 2.41349 2.03589 -0.19359
N 1.27226 -1.15220 0.42019
N -1.99372 1.54177 0.45744
O -1.61862 -0.62055 -0.40663
O 0.63450 -2.31717 0.34937
H 0.42895 -0.10179 -1.20374
H 0.03317 -2.41967 -0.42547
H -2.33334 1.88260 1.41874
```

For the HOMO energy, the calculation gives -10.423 eV. Its orbital gap is 10.442 eV. As for the SMILES: N#C/C=N/O.N=C=O.

---

An isolated molecule of C3H3N3O2 in a non-equilibrium geometry, computed with ωB97M-V with the def2-TZVPD basis set.

The geometry in XYZ format:
```
11
Properties=species:S:1:pos:R:3
C -3.01662 0.51152 0.12691
C -0.80823 1.18531 0.27451
C 0.28672 0.04770 0.72266
N -3.97097 -0.10440 0.14700
N -2.04094 1.38875 0.12648
N 1.65344 0.49413 0.24328
O 2.19292 -0.13681 -0.63497
O 1.99244 1.45546 0.77955
H -0.29477 2.18198 0.35100
H -0.06325 -1.04781 0.47278
H 0.41388 0.09376 1.81714
```

For the HOMO energy, the calculation gives -10.937 eV. Its orbital gap is 10.230 eV. As for the SMILES: N#C/N=C\C[N+](=O)[O-].

---

An isolated molecule of C3H3N3O2 in a non-equilibrium geometry, computed with ωB97M-V with the def2-TZVPD basis set.

The geometry in XYZ format:
```
11
Properties=species:S:1:pos:R:3
C 1.46633 -0.26101 0.02314
C -1.92790 0.42614 -0.23546
C -0.80267 -0.23549 -0.85298
H 3.06053 0.01062 1.07707
H 1.90768 -0.76965 -0.86086
H -2.93350 0.55219 -0.65063
N 2.07500 0.07056 1.07693
N 0.07586 -0.19453 0.15566
N -1.76718 0.73410 0.98645
O -0.49201 0.33326 1.25074
O -0.66212 -0.66619 -1.97006
```

For the HOMO energy, the calculation gives -9.894 eV. Its orbital gap is 9.742 eV. As for the SMILES: [H]/N=C/n1oncc1=O.

---

An isolated molecule of C3H3N3O2 in a non-equilibrium geometry, computed with ωB97M-V with the def2-TZVPD basis set.

The geometry in XYZ format:
```
11
Properties=species:S:1:pos:R:3
C -1.05785 -0.31723 0.22169
C -0.94457 0.97723 -0.03259
C 1.26096 -0.27138 0.10821
H -2.19647 -1.80217 -0.33342
H -1.82025 1.56158 -0.02043
H 3.01346 -0.03545 0.06935
N 0.14854 1.74110 -0.00899
N 1.30798 1.10196 0.01801
N 0.10253 -1.08246 0.18585
O -2.28087 -0.79875 -0.08896
O 2.46654 -1.07444 -0.11874
```

For the HOMO energy, the calculation gives -10.122 eV. Its orbital gap is 9.613 eV. As for the SMILES: Oc1cnnc(O)n1.

---

For each record above, in turn, the calculated E_tot values are -355.58114, -355.49290, -355.44652, -355.55051, -355.60129, -355.43295, -430.76457, -430.68531, -430.74454, -430.76134 a.u..
For each record above, in turn, the calculated relative energy (zero: lowest compared OMol25 entry of this formula, charge and spin) values are 1.599, 4.000, 5.262, 2.432, 1.050, 5.631, 4.256, 6.413, 4.801, 4.344 eV.